158
Properties=species:S:1:pos:R:3:forces:R:3:lowdin_charge:R:1 method="wB97M-V/def2-TZVPD" homo_ev=-10.313 charge=+1 orbital_gap_ev=7.780 total_energy_ev=-102789.5917
C -2.281 6.415 0.281 -1.7 -6.2 -7.5 0.058
C -2.509 5.415 -0.713 2.8 6.7 6.0 -0.075
C -2.347 4.287 -1.882 -1.4 0.2 1.3 -0.142
C -1.206 3.126 -1.575 -0.2 -0.5 -0.4 -0.181
C -1.008 2.747 0.005 0.1 -1.4 0.3 -0.140
C -2.196 1.627 0.373 -0.1 0.8 1.7 -0.157
C -1.595 0.168 0.822 0.3 -0.1 0.5 -0.341
C -2.771 -0.913 1.280 1.2 -0.1 0.6 -0.092
C -0.562 -0.527 -0.240 0.2 -0.8 0.2 -0.196
C -1.208 -0.949 -1.685 0.7 -0.6 -0.4 -0.190
C -0.308 -2.185 -2.274 0.2 -0.9 -3.4 -0.071
C -0.248 -2.661 -3.680 0.6 0.1 3.3 -0.258
C 1.026 -3.664 -4.091 -2.0 0.3 -0.8 -0.101
C -1.322 -2.351 -4.876 0.8 0.8 -0.2 -0.098
C 0.136 3.423 -2.440 1.5 0.8 2.3 -0.597
S 1.518 2.116 -2.189 -0.2 -0.3 0.2 0.813
O 0.796 4.703 -2.271 -1.2 -1.5 0.0 -0.221
C 1.246 5.034 -0.939 0.3 2.5 2.5 -0.229
C 2.666 5.917 -0.879 -0.6 -1.1 0.7 -0.179
C 2.879 6.257 0.742 -0.9 -0.8 -1.0 -0.129
N -0.171 3.285 -3.938 0.1 -1.3 0.9 0.114
C -1.617 3.687 -4.321 0.0 1.6 -3.0 -0.240
O -2.272 2.449 -4.538 1.1 0.7 0.8 -0.117
C -3.527 2.050 -4.091 -4.2 -2.2 -0.3 -0.203
C -3.831 0.538 -4.758 1.4 0.1 0.6 -0.273
C -3.724 0.524 -6.392 0.4 -1.0 0.0 -0.091
C -5.188 -0.126 -4.134 -0.7 -0.8 0.6 -0.336
C -4.891 -1.230 -2.916 -0.5 -0.1 -0.8 -0.097
C -6.280 0.929 -3.523 0.6 1.2 -0.1 -0.116
C -2.250 4.894 -3.441 -1.4 -0.1 0.9 -0.337
N -3.657 5.167 -4.029 1.7 -1.6 0.3 0.044
C -1.577 6.374 -3.541 0.4 1.8 1.2 -0.577
I 0.036 6.629 -5.069 -0.4 -0.8 0.4 0.939
C -2.578 7.628 -3.922 1.5 1.2 -1.9 -0.799
C -1.682 9.038 -4.096 -0.9 1.1 0.2 -0.313
I -4.055 8.195 -2.402 0.3 -0.7 -0.7 0.818
H -2.283 7.463 0.855 -0.2 -3.1 -1.5 0.083
H -3.382 3.688 -1.842 2.2 1.4 -0.1 0.140
H -1.665 2.121 -2.035 1.2 2.2 0.8 0.127
H 0.003 2.155 0.241 -2.1 1.4 -1.0 0.092
H -0.996 3.648 0.750 -0.4 -1.5 -1.8 0.115
H -2.720 2.077 1.347 0.9 -1.1 -2.1 0.130
H -3.037 1.570 -0.438 1.7 0.0 1.3 0.106
H -0.965 0.366 1.817 -1.3 -0.3 -2.2 0.146
H -2.965 -1.730 0.458 0.1 1.8 1.5 0.076
H -3.731 -0.355 1.647 1.7 -1.2 -0.9 0.085
H -2.311 -1.501 2.211 -1.2 1.2 -2.0 0.096
H 0.443 0.095 -0.410 -2.4 -1.2 0.3 0.082
H -0.195 -1.544 0.266 -0.9 2.2 -1.0 0.121
H -1.143 -0.049 -2.465 -0.2 -1.8 1.6 0.095
H -2.329 -1.272 -1.595 2.1 0.7 -0.1 0.083
H 0.414 -2.734 -1.500 -1.5 1.5 -1.9 0.100
H 0.508 -4.611 -4.598 1.4 1.8 1.3 0.090
H 1.695 -3.952 -3.176 -1.4 0.6 -1.9 0.074
H 1.623 -3.131 -4.962 -1.0 -1.0 2.0 0.086
H -2.443 -2.559 -4.601 2.3 0.5 -0.3 0.069
H -1.102 -2.956 -5.872 -0.2 1.1 2.3 0.094
H -1.188 -1.203 -5.161 -0.5 -2.3 0.5 0.075
H 1.979 2.156 -0.861 -1.0 0.4 -1.3 -0.072
H 0.435 5.765 -0.456 1.5 -1.7 -1.0 0.128
H 1.384 4.163 -0.177 -0.4 1.2 -1.8 0.098
H 2.587 6.892 -1.527 0.3 -2.1 1.2 0.121
H 3.510 5.176 -1.203 -1.4 1.7 0.3 0.114
H 2.053 7.037 1.027 1.8 -1.3 -0.3 0.084
H 2.612 5.239 1.300 0.8 2.3 -0.9 0.086
H 3.976 6.606 0.976 -2.4 -0.7 -0.4 0.085
H 0.550 3.717 -4.555 -0.5 0.4 0.8 0.134
H -0.058 2.239 -4.115 -0.7 1.3 0.0 0.166
H -1.495 4.123 -5.434 -0.1 -0.7 2.5 0.155
H -3.700 1.846 -2.926 0.8 0.9 -2.3 0.126
H -4.406 2.714 -4.553 2.0 -1.2 1.3 0.135
H -2.923 -0.129 -4.362 -1.9 1.4 -0.9 0.102
H -4.508 1.188 -6.953 1.5 -1.1 1.2 0.090
H -2.613 0.776 -6.748 -2.5 -0.3 0.8 0.090
H -3.899 -0.604 -6.733 0.3 2.4 0.7 0.098
H -5.717 -0.744 -4.986 1.1 1.3 1.6 0.141
H -4.646 -0.723 -1.891 -0.4 -0.8 -1.9 0.074
H -5.876 -1.872 -2.813 2.0 1.3 0.0 0.096
H -4.032 -1.972 -3.208 -1.6 1.5 0.6 0.060
H -7.301 0.442 -3.226 2.1 0.8 -0.7 0.095
H -6.461 1.829 -4.285 0.1 -2.1 1.6 0.090
H -5.829 1.452 -2.549 -1.0 -1.2 -2.0 0.082
H -4.388 4.638 -3.512 0.8 0.3 -0.8 0.088
H -3.566 4.847 -5.020 -0.8 0.4 1.1 0.102
H -0.996 6.733 -2.561 -1.4 -1.3 -2.0 0.097
H -3.081 7.521 -5.001 0.8 -0.2 2.8 0.103
H -0.738 9.062 -3.407 -1.6 -0.2 -1.5 0.068
H -2.349 9.964 -3.740 1.4 -2.2 -0.8 0.047
H -1.455 9.277 -5.237 -0.1 -0.8 2.6 0.069
C 2.890 -4.261 1.240 0.0 -0.5 0.0 -0.108
O 2.667 -5.653 1.080 0.0 0.3 -0.3 -0.204
C 1.355 -5.938 0.595 0.4 -0.5 0.3 -0.187
C 1.312 -7.324 -0.054 -0.1 0.4 -0.3 -0.170
O 1.835 -7.334 -1.389 0.3 0.1 0.4 -0.140
C 3.261 -7.227 -1.500 -0.2 -0.5 -0.2 -0.172
C 3.990 -8.509 -1.087 -0.1 0.5 0.5 -0.190
O 4.098 -8.581 0.336 -0.2 -0.2 -0.1 -0.211
C 4.300 -9.907 0.793 0.0 0.3 0.1 -0.108
H 2.187 -3.840 1.966 0.0 0.1 0.0 0.085
H 3.909 -4.117 1.607 -0.1 -0.1 0.0 0.090
H 2.795 -3.748 0.278 -0.1 0.1 0.0 0.077
H 1.046 -5.183 -0.139 0.0 0.0 0.0 0.114
H 0.672 -5.912 1.452 -0.2 0.0 -0.1 0.124
H 0.262 -7.619 -0.152 0.1 0.1 -0.1 0.124
H 1.796 -8.081 0.565 0.2 0.2 0.1 0.114
H 3.634 -6.353 -0.966 0.1 -0.2 0.2 0.117
H 3.455 -7.058 -2.565 -0.1 -0.1 0.1 0.124
H 5.004 -8.504 -1.495 0.1 0.0 -0.3 0.124
H 3.446 -9.381 -1.474 0.0 0.1 0.0 0.129
H 3.446 -10.536 0.521 0.1 -0.1 -0.1 0.087
H 4.376 -9.887 1.884 0.0 0.1 -0.2 0.089
H 5.224 -10.321 0.381 0.0 -0.2 0.0 0.087
C 3.307 7.554 4.497 0.3 -0.2 0.3 -0.108
O 4.316 6.742 5.076 0.0 0.2 -0.3 -0.202
C 4.927 5.876 4.121 0.1 0.1 0.7 -0.199
C 6.304 5.421 4.613 0.1 0.3 -0.4 -0.169
O 7.325 6.407 4.410 -0.4 0.0 0.3 -0.137
C 7.284 7.537 5.293 0.4 -0.2 0.1 -0.168
C 7.736 7.200 6.717 -0.7 0.0 -0.1 -0.191
O 6.671 6.583 7.443 0.2 -0.2 -0.1 -0.211
C 7.140 5.824 8.544 -0.3 0.1 -0.2 -0.109
H 2.509 6.935 4.076 -0.1 0.0 -0.1 0.078
H 2.888 8.192 5.279 0.1 -0.2 0.0 0.091
H 3.737 8.199 3.723 -0.1 0.0 -0.1 0.086
H 5.037 6.387 3.156 0.1 0.0 0.0 0.108
H 4.275 5.004 3.997 0.0 -0.1 -0.2 0.121
H 6.610 4.559 4.010 0.0 0.2 0.0 0.125
H 6.278 5.087 5.651 -0.2 0.2 0.0 0.120
H 6.303 8.015 5.277 0.0 -0.1 0.2 0.118
H 7.996 8.256 4.875 0.0 -0.2 0.0 0.126
H 8.007 8.118 7.245 0.2 0.1 -0.1 0.124
H 8.608 6.533 6.676 0.0 0.1 -0.1 0.128
H 7.784 5.009 8.196 0.1 0.0 0.1 0.086
H 6.277 5.386 9.053 0.1 0.2 -0.1 0.089
H 7.681 6.462 9.249 0.1 -0.1 0.1 0.087
C 0.461 -8.207 4.286 -0.3 0.1 -0.1 -0.103
O -0.798 -8.125 3.636 0.1 -0.2 0.2 -0.215
C -1.108 -9.310 2.903 -0.3 0.5 0.1 -0.190
C -2.617 -9.417 2.669 0.2 -0.4 0.3 -0.169
O -3.328 -9.908 3.813 0.2 0.5 0.0 -0.136
C -3.472 -8.984 4.901 -0.4 -0.2 -0.2 -0.168
C -4.485 -7.873 4.610 0.7 0.1 -0.1 -0.190
O -3.884 -6.851 3.812 -0.2 -0.1 -0.2 -0.212
C -4.847 -6.078 3.115 0.4 -0.2 0.2 -0.113
H 1.263 -8.344 3.554 0.1 -0.1 0.1 0.082
H 0.629 -7.274 4.828 -0.1 -0.1 -0.1 0.090
H 0.461 -9.030 5.009 0.1 -0.1 0.0 0.088
H -0.761 -10.197 3.447 -0.1 0.0 -0.1 0.129
H -0.589 -9.249 1.940 0.0 -0.2 -0.1 0.114
H -2.785 -10.161 1.883 0.1 0.0 0.2 0.127
H -3.044 -8.478 2.312 0.2 0.1 0.1 0.117
H -2.505 -8.587 5.212 -0.1 0.2 -0.2 0.118
H -3.857 -9.580 5.736 0.0 0.0 -0.2 0.127
H -4.805 -7.412 5.548 -0.2 -0.1 0.2 0.123
H -5.358 -8.297 4.096 0.1 0.0 0.1 0.128
H -5.413 -6.711 2.425 -0.2 0.0 0.0 0.087
H -4.320 -5.319 2.531 0.0 -0.1 0.2 0.084
H -5.522 -5.581 3.817 -0.2 0.0 -0.1 0.086

167
Properties=species:S:1:pos:R:3:forces:R:3:lowdin_charge:R:1 method="wB97M-V/def2-TZVPD" homo_ev=-7.466 orbital_gap_ev=6.593 total_energy_ev=-100115.2190 smiles="CCCNc1c(B(N)O)ccc2c1C(=O)c1c(cc(P(C)C)c(OCCOCC)c1COCOCCO)C2=O.CCO.CCO.CCO.CCO.CCO.CCO.CCO.CCO.CCO.CCO" de_lowest_kj_mol=1048.1
C 2.636 3.315 0.089 -0.7 -0.8 0.8 -0.120
C 1.927 1.840 0.085 0.4 1.3 -0.3 -0.219
C 1.038 1.737 -1.246 0.7 0.2 0.0 -0.203
N 0.470 0.378 -1.536 0.3 -0.7 1.9 -0.029
C 0.282 -0.379 -0.292 -1.0 -1.1 1.9 -0.139
C 1.309 -1.452 0.180 -3.2 0.7 2.9 0.000
B 2.658 -1.874 -0.607 1.2 -0.6 -0.7 -0.502
N 3.161 -3.270 -0.500 -1.8 2.1 -1.1 0.165
O 3.421 -0.939 -1.432 -1.5 -1.3 0.4 0.036
C 1.031 -2.173 1.555 -2.5 2.7 -1.2 0.030
C -0.242 -1.823 2.419 1.0 1.4 -3.2 0.024
C -1.244 -0.757 1.924 2.2 -0.2 -1.7 -0.038
C -1.001 -0.016 0.568 1.9 -2.0 1.1 0.011
C -2.057 1.122 0.129 -0.3 -0.2 -1.3 -0.248
O -2.470 1.246 -1.052 1.4 -0.2 4.1 0.033
C -2.557 2.053 1.351 -0.6 1.3 2.2 0.024
C -2.824 1.296 2.708 -0.3 2.1 -0.2 -0.037
C -3.316 2.039 3.969 0.9 2.2 -3.9 0.004
C -3.496 3.584 3.867 1.6 -2.4 -2.3 -0.258
P -4.091 4.590 5.349 -0.6 1.3 -1.0 0.878
C -5.510 3.596 6.117 -0.2 -1.4 -0.5 -0.323
C -2.705 4.955 6.585 0.2 0.2 0.8 -0.313
C -3.187 4.351 2.524 0.0 -2.6 0.6 -0.145
O -3.344 5.759 2.566 0.0 -2.4 -0.8 -0.161
C -4.624 6.190 2.018 -0.9 0.4 -0.1 -0.142
C -4.449 7.560 1.159 -1.5 -0.3 0.5 -0.171
O -3.388 8.407 1.641 0.1 -1.1 -1.2 -0.171
C -2.141 8.169 0.950 1.3 0.0 -0.1 -0.247
C -2.109 8.647 -0.586 1.0 -0.6 0.2 -0.080
C -2.729 3.604 1.213 -0.8 -2.0 2.6 0.036
C -2.456 4.381 -0.178 1.3 0.1 1.0 -0.142
O -3.605 5.115 -0.652 0.7 -1.1 -0.9 -0.158
C -4.029 4.690 -1.967 0.6 -0.3 -0.6 -0.206
O -4.693 5.793 -2.604 -0.8 -2.1 1.0 -0.122
C -6.114 5.581 -2.755 -1.5 1.3 -0.8 -0.173
C -7.018 6.421 -1.721 -0.6 -0.1 -0.1 -0.196
O -8.405 6.240 -2.187 0.6 0.5 0.5 -0.131
C -2.562 -0.298 2.737 -0.5 -0.6 0.8 -0.262
O -3.303 -1.084 3.371 2.6 2.6 -2.0 0.049
H 1.928 4.020 -0.464 1.3 -0.7 0.6 0.068
H 3.699 3.296 -0.323 -1.6 0.1 0.3 0.073
H 2.686 3.655 1.183 0.1 -0.3 -1.6 0.070
H 2.741 1.043 0.056 -1.3 0.9 0.2 0.098
H 1.312 1.805 1.061 0.8 -0.4 -1.7 0.114
H 0.162 2.471 -1.202 1.3 -0.7 -0.1 0.102
H 1.745 1.988 -2.125 -1.3 -0.2 1.3 0.138
H 1.014 -0.138 -2.237 -0.1 0.3 0.9 0.106
H 3.779 -3.538 -1.282 -0.4 -0.2 0.9 0.049
H 2.334 -3.884 -0.435 0.9 -0.1 0.3 0.067
H 3.707 -1.373 -2.264 0.0 0.3 1.0 0.095
H 1.808 -2.941 1.915 -1.6 1.3 -0.5 0.106
H -0.373 -2.355 3.413 0.0 0.9 -1.5 0.102
H -3.525 1.530 4.963 0.4 0.5 -1.6 0.107
H -5.366 3.369 7.226 -0.3 0.4 -1.5 0.042
H -5.571 2.598 5.538 0.0 1.4 1.1 0.031
H -6.503 4.133 5.884 1.7 -0.7 0.7 0.040
H -2.615 6.104 6.679 -0.2 -1.9 -0.4 0.041
H -1.679 4.544 6.295 -1.5 0.4 0.6 0.032
H -3.071 4.595 7.614 0.9 0.3 -1.5 0.043
H -5.047 5.331 1.397 0.5 1.4 0.5 0.121
H -5.359 6.352 2.898 1.4 -0.1 -1.2 0.122
H -5.432 8.145 1.339 1.6 -0.9 -0.3 0.134
H -4.419 7.337 0.040 0.4 0.2 1.5 0.102
H -1.805 7.064 1.017 -0.9 1.7 0.0 0.099
H -1.324 8.756 1.521 -1.6 -0.8 -0.8 0.129
H -3.129 8.967 -0.996 1.5 -0.4 0.7 0.083
H -1.316 9.475 -0.676 -1.5 -1.0 -0.1 0.068
H -1.694 7.756 -1.196 -0.9 1.5 0.7 0.079
H -2.012 3.676 -0.977 -1.0 0.9 1.4 0.111
H -1.627 5.168 0.013 -1.3 -1.2 -0.1 0.129
H -4.661 3.747 -1.844 0.4 1.4 -0.3 0.150
H -3.140 4.405 -2.654 -1.1 0.6 1.3 0.154
H -6.448 4.491 -2.749 0.7 1.3 0.2 0.133
H -6.390 5.989 -3.803 0.4 -0.6 1.7 0.141
H -6.821 7.546 -1.746 0.3 -1.6 0.1 0.128
H -6.981 6.023 -0.651 0.4 0.5 -1.3 0.121
H -8.981 6.906 -1.747 0.8 -0.7 -0.4 0.090
C -1.358 -6.568 0.936 -0.1 0.0 0.0 -0.081
C -0.270 -5.843 0.169 0.0 -0.1 0.2 -0.314
O 0.732 -5.373 1.064 0.2 0.2 -0.1 -0.100
H -1.812 -5.904 1.676 0.0 0.0 -0.1 0.081
H -2.138 -6.929 0.261 0.0 0.0 0.1 0.075
H -0.944 -7.421 1.483 0.0 0.0 -0.1 0.058
H -0.684 -4.981 -0.357 0.2 -0.1 0.2 0.085
H 0.198 -6.506 -0.567 -0.1 -0.1 -0.1 0.104
H 1.102 -6.144 1.522 0.1 0.2 0.1 0.041
C 6.292 -6.916 -1.483 0.2 0.0 0.0 -0.084
C 4.962 -6.268 -1.159 0.1 -0.3 -0.1 -0.312
O 4.730 -5.162 -2.025 0.0 0.2 -0.3 -0.103
H 7.107 -6.195 -1.378 -0.1 0.0 0.2 0.064
H 6.484 -7.764 -0.822 0.0 0.0 -0.1 0.082
H 6.308 -7.267 -2.519 -0.1 -0.1 0.1 0.065
H 4.957 -5.899 -0.130 0.0 0.2 -0.2 0.114
H 4.141 -6.982 -1.274 0.1 -0.1 0.1 0.094
H 4.727 -5.497 -2.931 0.0 0.0 0.2 0.096
C -2.121 10.555 -4.658 -0.1 -0.1 -0.1 -0.090
C -1.747 11.497 -3.530 0.2 -0.1 -0.3 -0.320
O -0.621 10.992 -2.823 0.1 0.0 0.2 -0.096
H -2.352 9.561 -4.267 -0.1 0.1 0.1 0.075
H -2.990 10.929 -5.206 0.1 0.0 0.0 0.077
H -1.288 10.438 -5.357 -0.1 0.1 -0.1 0.058
H -2.574 11.594 -2.823 0.2 0.0 0.1 0.111
H -1.504 12.492 -3.916 -0.2 0.0 0.0 0.108
H 0.109 10.917 -3.452 -0.2 0.0 0.2 0.083
C 4.262 -11.101 -1.525 0.0 -0.2 0.1 -0.087
C 3.512 -10.096 -2.375 0.4 -0.3 0.0 -0.311
O 4.388 -9.057 -2.800 0.0 0.3 -0.2 -0.101
H 4.699 -10.614 -0.650 0.0 0.0 -0.1 0.063
H 3.595 -11.901 -1.188 0.3 0.2 -0.1 0.047
H 5.088 -11.545 -2.089 -0.1 0.0 -0.1 0.079
H 2.701 -9.639 -1.801 0.1 0.1 -0.1 0.105
H 3.081 -10.577 -3.259 -0.2 -0.1 0.1 0.109
H 5.096 -9.466 -3.314 -0.2 0.1 0.2 0.089
C 1.980 3.916 7.343 0.1 0.1 0.0 -0.096
C 1.221 3.074 8.350 0.0 -0.1 -0.4 -0.324
O -0.120 2.881 7.918 -0.2 0.0 0.0 -0.100
H 1.495 4.887 7.213 0.0 -0.1 0.1 0.076
H 3.011 4.076 7.665 0.0 0.0 -0.1 0.073
H 1.990 3.431 6.362 0.1 0.0 0.1 0.073
H 1.195 3.572 9.321 -0.2 -0.1 -0.1 0.112
H 1.695 2.095 8.476 0.2 0.1 0.1 0.107
H -0.090 2.432 7.062 0.0 0.1 0.2 0.080
C 2.876 -9.847 1.505 0.0 -0.1 0.1 -0.073
C 1.817 -8.816 1.842 0.3 -0.1 -0.2 -0.307
O 2.423 -7.549 2.075 -0.1 0.3 0.0 -0.086
H 3.601 -9.932 2.318 -0.1 0.0 0.0 0.088
H 2.426 -10.826 1.329 0.1 0.0 -0.1 0.066
H 3.432 -9.550 0.611 -0.2 0.0 0.0 0.051
H 1.278 -9.104 2.747 0.0 0.2 0.0 0.122
H 1.094 -8.717 1.026 -0.1 -0.2 0.0 0.096
H 2.892 -7.296 1.266 0.0 0.0 0.2 0.083
C -0.438 8.397 -8.024 -0.1 -0.2 0.1 -0.095
C -1.071 9.697 -8.478 0.4 -0.1 -0.1 -0.329
O -0.266 10.799 -8.075 0.0 0.2 0.1 -0.094
H -0.322 8.386 -6.937 -0.1 0.0 -0.1 0.070
H -1.048 7.541 -8.321 0.1 0.0 0.0 0.075
H 0.562 8.282 -8.453 -0.1 0.0 -0.1 0.073
H -2.059 9.818 -8.030 0.1 0.2 0.0 0.108
H -1.180 9.720 -9.567 -0.2 -0.1 0.0 0.107
H 0.604 10.689 -8.482 -0.2 0.1 0.1 0.082
C -0.204 -11.923 -0.216 -0.1 0.1 0.0 -0.080
C 0.692 -12.606 -1.230 -0.2 -0.1 0.3 -0.302
O 1.953 -12.915 -0.645 -0.1 -0.2 0.1 -0.114
H 0.262 -11.005 0.151 0.0 0.0 -0.1 0.056
H -1.173 -11.675 -0.655 0.0 0.0 0.1 0.079
H -0.366 -12.568 0.653 -0.1 0.0 -0.1 0.078
H 0.869 -11.951 -2.086 0.2 -0.1 0.1 0.110
H 0.236 -13.532 -1.593 -0.1 0.1 -0.1 0.111
H 1.790 -13.503 0.106 0.1 0.1 -0.2 0.095
C -3.429 -2.673 -2.187 -0.1 0.0 -0.1 -0.086
C -3.107 -2.840 -0.715 0.2 0.2 -0.2 -0.302
O -1.712 -3.046 -0.538 -0.1 -0.3 0.0 -0.106
H -3.116 -3.556 -2.751 -0.1 0.0 0.1 0.074
H -4.500 -2.519 -2.337 0.1 0.0 -0.1 0.074
H -2.889 -1.818 -2.606 -0.1 0.1 0.1 0.073
H -3.631 -3.707 -0.305 0.2 0.0 0.1 0.115
H -3.407 -1.954 -0.146 -0.2 0.0 0.0 0.102
H -1.259 -2.271 -0.887 0.1 0.1 0.1 0.053
C 9.267 -4.269 0.836 -0.1 0.1 0.1 -0.096
C 10.372 -5.269 0.557 -0.2 0.2 -0.3 -0.326
O 9.978 -6.160 -0.480 0.0 -0.2 -0.1 -0.095
H 8.348 -4.784 1.128 0.1 0.0 0.0 0.074
H 9.555 -3.582 1.635 -0.1 0.0 -0.1 0.073
H 9.036 -3.688 -0.061 0.1 0.1 0.1 0.073
H 10.585 -5.863 1.448 0.0 -0.1 -0.2 0.112
H 11.292 -4.760 0.253 0.1 0.1 0.2 0.107
H 9.800 -5.629 -1.268 0.0 -0.1 0.2 0.078